--- 1 ---
C3H4O3S as an isolated structure. Source: the Open Molecules 2025 dataset; level of theory: the ωB97M-V functional and the def2-TZVPD basis.

Atoms and positions in Å:
C -1.715 -0.064 -1.929
C -1.618 1.139 -1.694
C 0.665 0.415 2.151
O 2.404 -0.897 0.022
O 0.312 -1.910 -0.604
O 0.331 0.498 1.002
S 1.166 -0.793 -0.653
H -1.582 -1.060 -1.621
H -1.707 2.141 -2.006
H 0.717 1.179 2.865
H 1.026 -0.648 2.467

The value obtained for the orbital gap is 10.03 eV. The LUMO energy comes out at -0.012 Eh. As for the spin multiplicity: 1.

natural (NBO) population analysis, charges in e, atoms 1 to 6: atom 1 (C): -0.23, atom 2 (C): -0.24, atom 3 (C): 0.32, atom 4 (O): -0.90, atom 5 (O): -0.90, atom 6 (O): -0.53

--- 2 ---
The molecule C3H4O3S. Source: the Open Molecules 2025 dataset; level of theory: the ωB97M-V functional and the def2-TZVPD basis.

Atoms and positions in Å:
C -0.491 -0.317 -0.464
C 0.850 -0.429 0.153
C 0.156 0.503 0.674
O -0.295 -0.777 2.984
O -2.163 -0.834 1.476
O -1.650 1.224 2.730
S -1.241 -0.049 2.198
H -0.465 0.080 -1.445
H -1.239 -0.952 -0.328
H 1.715 -1.027 0.145
H 0.329 1.449 0.911

The value obtained for the orbital gap is 8.79 eV. The LUMO energy comes out at -0.077 Eh. As for the spin multiplicity: 1.

natural (NBO) population analysis, charges in e, atoms 1 to 6: atom 1 (C): -0.39, atom 2 (C): 0.10, atom 3 (C): -0.43, atom 4 (O): -0.90, atom 5 (O): -0.88, atom 6 (O): -0.87

How far above the most stable structure does each one sit? In eV: 1 0.000; 2 1.009.

--- 1 ---
A 4-piece molecular cluster, C3H12O5 overall. Source: the Open Molecules 2025 dataset; level of theory: the ωB97M-V functional and the def2-TZVPD basis.

Atoms and positions in Å:
O -0.359 -0.500 2.287
C -1.034 -1.262 1.649
C -2.394 -0.894 1.120
C -2.238 0.154 0.025
O -1.215 -0.228 -0.930
H -0.622 -2.268 1.452
H -3.037 -1.728 0.837
H -2.894 -0.368 1.936
H -3.155 0.368 -0.527
H -1.847 1.069 0.462
H -1.595 -0.813 -1.600
O 1.998 -0.266 -1.333
H 1.353 -0.843 -0.896
H 1.437 0.482 -1.584
O 3.788 0.445 1.056
H 3.167 0.234 0.343
H 4.655 0.252 0.688
O -0.019 1.816 -2.477
H -0.257 2.751 -2.431
H -0.338 1.501 -1.612

The SMILES is O=CCCO.O.O.O. The value obtained for the orbital gap is 10.50 eV. The LUMO energy comes out at 0.010 Eh. As for the spin multiplicity: 1.

natural (NBO) population analysis, charges in e, atoms 1 to 6: atom 1 (O): -0.50, atom 2 (C): 0.44, atom 3 (C): -0.55, atom 4 (C): -0.06, atom 5 (O): -0.76, atom 6 (H): 0.11

--- 2 ---
A 4-piece molecular cluster, C3H12O5 overall. Source: the Open Molecules 2025 dataset; level of theory: the ωB97M-V functional and the def2-TZVPD basis.

Atoms and positions in Å:
C 2.091 2.714 2.428
C 0.950 1.829 2.935
C 0.787 0.467 2.280
O -0.019 -0.378 2.559
O 1.622 0.309 1.221
H 2.771 2.218 1.770
H 2.540 3.199 3.298
H 1.634 3.623 2.025
H 1.049 1.575 3.996
H -0.028 2.247 2.887
H 1.506 -0.539 0.779
O -1.187 0.103 -4.093
H -1.376 -0.709 -4.572
H -1.863 0.746 -4.323
O -3.039 -3.791 -3.122
H -2.441 -3.206 -2.639
H -3.225 -4.485 -2.482
O -0.783 -2.292 -1.655
H -0.876 -1.566 -2.282
H -0.115 -2.062 -1.009

The SMILES is CCC(=O)O.O.O.O. The value obtained for the orbital gap is 10.90 eV. The LUMO energy comes out at 0.012 Eh. As for the spin multiplicity: 1.

natural (NBO) population analysis, charges in e, atoms 1 to 6: atom 1 (C): -0.62, atom 2 (C): -0.52, atom 3 (C): 0.80, atom 4 (O): -0.59, atom 5 (O): -0.71, atom 6 (H): 0.24

How far above the most stable structure does each one sit? In eV: 1 0.810; 2 0.000.

--- 1 ---
A 2-piece molecular cluster, C3H7O2S overall. Source: the Open Molecules 2025 dataset; level of theory: the ωB97M-V functional and the def2-TZVPD basis.

Atoms and positions in Å:
C 0.677 1.285 1.042
C 1.000 -0.206 1.070
S 1.682 -0.752 -0.570
H -0.032 1.626 0.288
H 1.638 1.810 0.988
H 0.159 1.635 1.970
H 1.734 -0.491 1.816
H 0.102 -0.815 1.085
H 0.517 -0.749 -1.441
O -2.902 -1.530 -1.721
C -1.899 -0.853 -1.539
O -0.749 -1.051 -2.069
H -1.926 0.091 -0.922

Its total charge is -1. The value obtained for the orbital gap is 8.05 eV. The LUMO energy comes out at 0.135 Eh. As for the spin multiplicity: 1.

natural (NBO) population analysis, charges in e, atoms 1 to 6: atom 1 (C): -0.62, atom 2 (C): -0.50, atom 3 (S): -0.31, atom 4 (H): 0.22, atom 5 (H): 0.20, atom 6 (H): 0.18

--- 2 ---
A 2-piece molecular cluster, C3H7O2S overall. Source: the Open Molecules 2025 dataset; level of theory: the ωB97M-V functional and the def2-TZVPD basis.

Atoms and positions in Å:
C -1.228 -0.888 1.142
S -1.904 -1.287 -0.541
C -0.374 -1.492 -1.549
H -1.439 0.142 1.418
H -0.149 -0.947 1.005
H -1.623 -1.672 1.783
H 0.207 -2.361 -1.239
H -0.784 -1.538 -2.555
H 0.292 -0.632 -1.496
O 2.790 2.268 -0.034
C 1.661 1.930 0.336
O 1.260 1.202 1.301
H 0.763 2.322 -0.359

Its total charge is -1. The value obtained for the orbital gap is 7.16 eV. The LUMO energy comes out at 0.118 Eh. As for the spin multiplicity: 1.

natural (NBO) population analysis, charges in e, atoms 1 to 6: atom 1 (C): -0.72, atom 2 (S): 0.09, atom 3 (C): -0.73, atom 4 (H): 0.24, atom 5 (H): 0.26, atom 6 (H): 0.20

How far above the most stable structure does each one sit? In eV: 1 0.000; 2 0.217.

--- 1 ---
A 3-piece molecular cluster, C5H18N2O3 overall. Source: the Open Molecules 2025 dataset; level of theory: the ωB97M-V functional and the def2-TZVPD basis.

Atoms and positions in Å:
N 0.706 0.552 1.510
C 1.740 1.317 0.869
C 1.431 1.588 -0.656
N 1.016 0.256 -1.344
C -0.361 -0.081 -1.604
C -1.386 -0.486 -0.502
C -1.525 -1.922 -0.164
O -2.894 -2.330 -0.593
H 0.620 1.002 2.387
H 0.735 -0.385 1.690
H 1.621 2.245 1.371
H 2.807 0.832 1.073
H 0.644 2.268 -0.727
H 2.540 1.936 -1.168
H 1.335 -0.545 -0.768
H -0.704 0.759 -2.242
H -0.141 -0.865 -2.404
H -1.005 -0.137 0.519
H -2.147 0.232 -0.744
H -1.435 -2.003 0.959
H -0.961 -2.626 -0.767
H -3.298 -2.433 0.259
O 1.754 -2.748 0.856
H 0.969 -3.324 0.745
H 2.173 -3.165 0.084
O -1.616 3.460 0.072
H -0.652 3.441 0.366
H -1.965 3.161 0.922

The SMILES is NCCNCCCO.O.O. The value obtained for the orbital gap is 8.67 eV. The LUMO energy comes out at 0.017 Eh. As for the spin multiplicity: 1.

natural (NBO) population analysis, charges in e, atoms 1 to 6: atom 1 (N): -0.85, atom 2 (C): -0.23, atom 3 (C): -0.21, atom 4 (N): -0.64, atom 5 (C): -0.21, atom 6 (C): -0.54

--- 2 ---
A 3-piece molecular cluster, C5H18N2O3 overall. Source: the Open Molecules 2025 dataset; level of theory: the ωB97M-V functional and the def2-TZVPD basis.

Atoms and positions in Å:
C -0.854 1.420 2.118
N -0.321 0.352 1.140
C -0.138 1.001 -0.318
C 0.892 0.166 -1.079
C 2.360 0.388 -0.701
O 2.854 -0.320 0.417
N 0.641 0.455 -2.456
C -0.501 -0.223 -3.098
H 0.051 2.078 2.373
H -1.537 1.052 2.878
H -1.563 2.019 1.331
H -1.043 -0.369 1.205
H 0.235 1.941 -0.099
H -1.093 1.141 -0.605
H 0.859 -0.875 -0.828
H 2.877 -0.119 -1.574
H 2.520 1.417 -0.460
H 2.157 -0.529 1.095
H 1.272 0.605 -3.126
H -1.098 -0.765 -2.324
H -0.008 -0.955 -3.784
H -1.108 0.593 -3.508
O -3.026 -1.606 0.395
H -3.590 -2.098 0.974
H -2.431 -1.344 1.137
O 0.562 -1.669 3.288
H 0.235 -2.510 3.187
H 0.797 -1.245 2.423

The SMILES is CNC[C@H](CO)NC.O.O. The value obtained for the orbital gap is 8.88 eV. The LUMO energy comes out at 0.012 Eh. As for the spin multiplicity: 1.

natural (NBO) population analysis, charges in e, atoms 1 to 6: atom 1 (C): -0.43, atom 2 (N): -0.68, atom 3 (C): -0.20, atom 4 (C): -0.08, atom 5 (C): -0.05, atom 6 (O): -0.73

How far above the most stable structure does each one sit? In eV: 1 0.268; 2 0.000.